{
  "formula": "C3H5NO2",
  "method": "ωB97M-V/def2-TZVPD",
  "species": ["N", "C", "O", "C", "C", "O", "H", "H", "H", "H", "H"],
  "positions_angstrom": [[-1.7215, -0.3536, 0.2998], [-1.6274, 0.7913, -0.0247], [0.0172, 1.4390, -0.1387], [0.8547, 0.6236, 0.3729], [0.6223, -1.2270, -0.3870], [1.3982, -2.0604, -0.0124], [-0.3277, -0.7251, 0.3198], [-2.1526, 1.6912, -0.3036], [0.8451, 0.4194, 1.4541], [1.8124, 0.5212, -0.1397], [0.2791, -1.1196, -1.4405]],
  "forces_ev_per_angstrom": [[0.2, 0.8, -0.2], [-0.2, -0.8, 0.3], [0.2, -0.1, 0.1], [-0.1, 0.0, 0.0], [0.5, -0.4, 0.0], [-0.5, 0.4, -0.1], [-0.3, 0.2, 0.0], [0.1, -0.2, 0.0], [0.0, 0.0, -0.2], [0.0, 0.1, 0.1], [0.1, 0.0, 0.0]],
  "charge": 0,
  "homo_lumo_gap_ev": 9.03,
  "lumo_energy_ev": -0.457,
  "homo_ev": -9.49,
  "energy_ha": -322.37545
}

{
  "formula": "C2HBr3O2",
  "method": "ωB97M-V/def2-TZVPD",
  "species": ["C", "C", "O", "O", "Br", "Br", "Br", "H"],
  "positions_angstrom": [[-0.9419, 0.6865, 1.9371], [-1.3497, -0.5547, 1.1563], [0.1281, 1.2080, 1.9929], [-0.2071, -0.9006, -0.1989], [-2.4007, 1.2843, 2.9206], [-0.9426, -1.9991, 2.3475], [-3.0146, -0.5304, 0.4123], [0.7684, -0.8193, 0.1626]],
  "forces_ev_per_angstrom": [[1.3, 0.5, -0.6], [4.6, -1.4, -2.4], [-0.8, -0.8, -0.4], [-0.4, 1.3, 3.6], [-0.8, 0.9, 1.3], [-0.3, -0.2, 0.1], [-0.7, -0.4, -1.0], [-2.9, 0.0, -0.5]],
  "charge": 0,
  "homo_lumo_gap_ev": 10.11,
  "lumo_energy_ev": -0.533,
  "homo_ev": -10.64,
  "energy_ha": -7949.25200
}

{
  "formula": "C4H6BrIO",
  "method": "ωB97M-V/def2-TZVPD",
  "species": ["C", "C", "C", "C", "O", "Br", "I", "H", "H", "H", "H", "H", "H"],
  "positions_angstrom": [[1.6326, -0.1426, -1.3607], [-0.0234, 0.7350, 1.2281], [-1.5000, -0.6410, -0.4279], [-0.4403, -0.4823, 0.5556], [2.1173, -0.6765, -2.2487], [0.5218, -2.0356, 1.1225], [2.3891, 2.0810, -0.9858], [0.5589, 0.4776, 2.2128], [-0.7928, 1.4913, 1.1035], [0.8539, 1.3044, 0.6959], [-2.2300, 0.2384, -0.5676], [-1.0005, -0.8777, -1.2965], [-2.0868, -1.4719, -0.0312]],
  "forces_ev_per_angstrom": [[-0.3, -0.8, -0.5], [2.0, -0.4, 0.4], [-2.4, 1.0, 1.9], [2.4, 0.9, 0.8], [-0.4, -0.3, 0.3], [-0.6, 0.2, -0.2], [0.4, 1.3, 0.3], [-1.8, 1.0, -1.4], [-0.2, 0.1, 1.0], [-0.7, -0.9, -0.1], [1.5, -1.1, 0.3], [0.4, -0.8, -2.4], [-0.3, -0.2, -0.6]],
  "charge": 0,
  "homo_lumo_gap_ev": [7.92, 5.22],
  "lumo_energy_ev": [-0.596, -2.238],
  "homo_ev": [-8.52, -7.46],
  "energy_ha": -3102.83652
}

{
  "formula": "C27H24F6N2O4PSSbTi",
  "method": "ωB97M-V/def2-TZVPD",
  "species": ["Ti", "C", "C", "C", "C", "C", "C", "C", "S", "O", "O", "N", "C", "C", "O", "O", "H", "H", "H", "H", "H", "H", "H", "H", "H", "F", "Sb", "F", "F", "F", "F", "F", "N", "P", "C", "C", "C", "C", "C", "C", "C", "C", "C", "C", "C", "C", "C", "C", "C", "C", "C", "C", "H", "H", "H", "H", "H", "H", "H", "H", "H", "H", "H", "H", "H", "H", "H"],
  "positions_angstrom": [[-0.1985, 1.4340, 1.9100], [4.3978, -4.0897, -0.2010], [3.9028, -2.8583, 0.5004], [4.6769, -1.6998, 0.5505], [4.2153, -0.5611, 1.1867], [2.9568, -0.5904, 1.7782], [2.1681, -1.7334, 1.7589], [2.6538, -2.8600, 1.1207], [2.3643, 0.8992, 2.4502], [1.0817, 0.5569, 3.1633], [3.3775, 1.5730, 3.1839], [1.6999, 1.7371, 1.2534], [2.0264, 3.1588, 1.0622], [0.7185, 3.9317, 1.1079], [0.6144, 5.1107, 1.1565], [-0.3407, 3.0614, 1.0965], [5.4252, -3.9717, -0.5396], [3.7754, -4.3097, -1.0705], [4.3536, -4.9567, 0.4586], [5.6602, -1.6941, 0.0975], [4.8275, 0.3302, 1.2377], [1.2048, -1.7418, 2.2493], [2.0567, -3.7638, 1.1110], [2.4646, 3.3489, 0.0804], [2.7115, 3.5302, 1.8240], [-2.3244, 1.8031, 2.2766], [-2.1930, 1.5777, 4.2378], [-3.7704, 0.6166, 4.3850], [-3.0527, 3.1829, 4.5533], [-1.4894, 1.2375, 5.9098], [-0.5668, 2.5248, 3.7316], [-1.3571, 0.0416, 3.4269], [-0.4722, 0.0973, 0.6335], [-1.2005, -0.0220, -0.8635], [0.0728, -0.6151, -1.9615], [1.4107, -0.2974, -1.7312], [2.3812, -0.7702, -2.5996], [2.0168, -1.5523, -3.6882], [0.6849, -1.8735, -3.9120], [-0.2935, -1.4114, -3.0459], [-2.4979, -1.2171, -0.6370], [-3.6727, -1.1113, -1.3839], [-4.6602, -2.0714, -1.2358], [-4.4834, -3.1153, -0.3378], [-3.3172, -3.2152, 0.4101], [-2.3177, -2.2693, 0.2630], [-1.8464, 1.5324, -1.4162], [-2.9998, 2.0506, -0.8205], [-3.3975, 3.3429, -1.1091], [-2.6457, 4.1213, -1.9810], [-1.5004, 3.6103, -2.5748], [-1.0948, 2.3157, -2.2942], [1.6991, 0.3017, -0.8753], [3.4214, -0.5299, -2.4240], [2.7773, -1.9187, -4.3653], [0.4078, -2.4890, -4.7569], [-1.3309, -1.6767, -3.2112], [-3.8122, -0.2925, -2.0784], [-5.5696, -2.0003, -1.8167], [-5.2634, -3.8552, -0.2165], [-3.1899, -4.0285, 1.1111], [-1.4083, -2.3437, 0.8449], [-3.5718, 1.4585, -0.1165], [-4.2868, 3.7477, -0.6461], [-2.9548, 5.1355, -2.1961], [-0.9221, 4.2209, -3.2547], [-0.2031, 1.9152, -2.7605]],
  "forces_ev_per_angstrom": [[-0.2, 0.9, 0.7], [0.0, 0.0, 0.0], [0.0, 0.0, 0.0], [0.0, 0.0, 0.0], [0.0, -0.1, 0.0], [0.1, 0.0, -0.1], [0.0, 0.0, 0.0], [0.0, 0.0, 0.0], [0.2, -0.1, 0.1], [0.6, -0.3, 0.0], [0.0, 0.1, 0.0], [-0.3, 0.5, 0.3], [0.1, -0.1, -0.4], [-0.2, -0.2, 0.1], [-0.1, 0.0, -0.2], [0.3, 0.2, 0.1], [0.0, 0.0, 0.0], [0.0, 0.0, 0.0], [0.0, 0.0, 0.0], [0.0, 0.0, 0.0], [0.0, 0.0, 0.0], [0.0, 0.0, 0.0], [0.0, 0.0, 0.0], [0.1, -0.1, 0.0], [0.0, 0.0, 0.0], [-0.3, 0.2, -0.3], [-0.9, 0.0, 0.1], [0.0, -0.1, 0.0], [0.1, 0.1, 0.0], [0.0, 0.0, 0.0], [0.3, -0.3, 0.0], [0.6, 0.0, 0.1], [-0.6, -0.7, -1.0], [0.3, 0.0, 0.4], [0.0, -0.1, -0.1], [0.0, 0.0, 0.0], [0.0, 0.0, 0.0], [0.0, 0.0, 0.0], [0.0, 0.0, 0.0], [0.0, 0.0, 0.0], [-0.2, 0.0, 0.0], [0.0, 0.0, 0.0], [0.0, 0.0, 0.0], [0.0, 0.0, 0.0], [0.0, 0.0, 0.0], [0.0, 0.0, 0.0], [0.0, 0.2, -0.1], [0.0, 0.0, 0.1], [0.0, 0.0, 0.0], [0.0, 0.0, 0.0], [0.0, 0.0, 0.0], [0.0, -0.1, 0.0], [0.0, 0.0, 0.0], [0.0, 0.0, 0.0], [0.0, 0.0, 0.0], [0.0, 0.0, 0.0], [0.0, 0.0, 0.0], [0.0, 0.0, 0.0], [0.0, 0.0, 0.0], [0.0, 0.0, 0.0], [0.0, 0.0, 0.0], [0.0, 0.0, 0.0], [0.0, 0.0, 0.0], [0.0, 0.0, 0.0], [0.0, 0.0, 0.0], [0.0, 0.0, 0.0], [0.0, 0.0, 0.0]],
  "charge": 1,
  "multiplicity": 2,
  "homo_lumo_gap_ev": [8.80, 6.05],
  "lumo_energy_ev": [-3.719, -6.450],
  "homo_ev": [-12.52, -12.50],
  "energy_ha": -3882.20452
}